(1)
DFT (ωB97M-V/def2-TZVPD) results for a structure of composition CHNO4S at a distorted geometry.

Each line ends with the natural charge from an NBO analysis.
CARTESIAN COORDINATES (ANGSTROEM)
S: -0.35 -1.28 0.46  2.55
O: 0.97 -0.53 0.29  -0.84
O: -0.61 -2.20 -0.56  -0.86
O: -1.01 0.29 -0.05  -0.63
O: -0.81 -1.45 1.74  -0.86
N: 0.48 1.93 -0.57  -0.67
C: 0.07 0.86 -0.24  0.87
H: 1.25 2.37 -1.06  0.44

Output
Multiplicity   1
Kohn-Sham gap   12.1 eV
Relative energy (zero: lowest compared OMol25 entry of this formula, charge and spin)   16.6 kcal/mol
DFT total energy   -792.53289 Eh
F_max   4.02 eV Å⁻¹

---

(2)
DFT (ωB97M-V/def2-TZVPD) results for a structure of composition C50H44FN4O6Ru at a distorted geometry.

Each line ends with the Löwdin charge.
CARTESIAN COORDINATES (ANGSTROEM)
Ru: -0.17 -0.06 0.20  1.44
F: 6.52 -0.12 2.06  0.07
O: -0.88 -4.06 1.79  0.03
O: 0.09 -1.73 -1.69  -0.11
O: 1.61 0.87 -3.44  0.08
O: 1.71 -0.70 1.24  -0.07
O: -0.01 0.74 -1.88  -0.11
O: -0.70 -2.13 0.69  -0.15
N: -0.30 2.23 2.78  0.14
N: 0.65 1.97 0.67  0.05
N: 1.10 3.85 1.94  0.15
N: 2.97 -4.22 2.89  0.02
C: 3.88 -3.19 2.71  -0.07
C: 0.66 4.97 2.68  -0.19
C: 3.47 2.84 -1.55  -0.08
C: 2.04 -1.82 1.69  -0.27
C: 1.71 -4.08 2.46  0.04
C: 4.50 -5.29 4.47  -0.13
C: 4.62 -3.27 -2.87  -0.10
C: 4.34 -0.96 1.88  0.08
C: 3.83 -6.45 2.30  -0.02
C: 0.45 2.65 1.75  -0.35
C: -1.57 0.42 1.72  -0.13
C: -2.66 -0.15 4.22  -0.05
C: 3.44 -2.00 2.10  -0.04
C: -1.07 6.32 3.68  -0.08
C: -3.11 -0.83 3.10  -0.08
C: -1.24 1.59 5.34  -0.05
C: 1.63 5.90 3.07  -0.21
C: 3.65 -3.59 -1.94  -0.09
C: -1.90 -1.76 -6.30  -0.10
C: -1.18 1.14 2.85  -0.21
C: 5.21 -3.31 3.13  -0.13
C: 0.24 -1.15 -5.37  -0.02
C: 5.68 -4.55 3.84  -0.13
C: 1.54 4.10 -2.22  -0.03
C: -0.26 -3.06 1.44  -0.60
C: 0.73 -1.35 -2.87  -0.30
C: -2.32 -2.13 -5.03  -0.08
C: -1.47 -2.01 -3.94  -0.02
C: 1.39 2.58 -0.38  -0.28
C: -0.68 5.19 2.98  -0.04
C: 3.40 -5.52 3.43  -0.31
C: 3.08 5.67 2.76  -0.04
C: 2.11 -1.99 -2.91  -0.10
C: 1.21 7.04 3.75  -0.05
C: 4.34 -2.27 -3.80  -0.08
C: 1.20 -2.96 1.88  -0.02
C: 6.09 -2.27 2.90  0.06
C: -1.71 0.85 4.12  -0.22
C: 3.11 -1.63 -3.81  -0.03
C: -2.57 -0.55 1.86  -0.12
C: 0.78 3.51 -1.22  -0.22
C: 2.73 2.24 -0.55  -0.02
C: 0.82 0.29 -2.73  -0.54
C: -0.69 3.82 -1.06  -0.02
C: -0.12 7.25 4.07  -0.09
C: 2.88 3.78 -2.38  -0.08
C: -0.61 -1.27 -6.46  -0.07
C: 2.41 -2.97 -1.96  -0.02
C: 5.64 -1.12 2.27  -0.25
C: -0.17 -1.53 -4.09  -0.11
H: 2.97 -0.80 -4.48  0.09
H: 5.58 -3.76 -2.87  0.10
H: 3.28 5.72 1.68  0.09
H: -0.23 2.78 3.62  0.11
H: -3.32 -2.50 -4.88  0.10
H: 3.16 1.49 0.11  0.10
H: -1.85 -2.28 -2.97  0.11
H: 3.47 4.25 -3.16  0.10
H: -1.24 2.88 -0.97  0.07
H: 1.04 -4.92 2.60  0.15
H: -0.26 -0.95 -7.43  0.10
H: 4.81 -6.24 4.88  0.12
H: 6.40 -4.28 4.61  0.12
H: -0.88 4.42 -0.17  0.07
H: 4.16 -7.41 2.70  0.09
H: 1.22 -0.73 -5.53  0.10
H: -0.52 -2.47 -1.80  0.09
H: 3.70 6.43 3.24  0.08
H: 1.82 4.02 1.26  0.13
H: -3.85 -1.61 3.19  0.11
H: -0.16 1.54 5.44  0.09
H: 1.08 4.82 -2.88  0.11
H: 3.85 -4.35 -1.19  0.09
H: 1.96 7.78 4.04  0.11
H: -1.06 4.37 -1.93  0.08
H: -1.68 1.14 6.23  0.08
H: 4.08 -4.68 5.28  0.13
H: -2.11 6.47 3.91  0.10
H: -0.42 8.14 4.60  0.10
H: -2.56 -1.83 -7.14  0.10
H: -1.54 2.64 5.33  0.08
H: 7.12 -2.35 3.23  0.13
H: 2.54 -5.95 3.93  0.15
H: -2.91 -1.09 0.99  0.10
H: -1.43 4.49 2.63  0.11
H: 4.63 -6.01 1.71  0.08
H: 6.20 -5.21 3.13  0.12
H: 1.68 -3.24 -1.21  0.11
H: 3.41 4.69 3.11  0.09
H: 2.98 -6.63 1.63  0.09
H: -3.06 -0.41 5.19  0.11
H: 4.00 -0.05 1.40  0.11
H: 4.51 2.57 -1.68  0.10
H: 5.09 -1.98 -4.52  0.10

Output
Multiplicity   2
Kohn-Sham gap (spin up / spin down)   7.2 / 7.5 eV
Relative energy (zero: lowest compared OMol25 entry of this formula, charge and spin)   8.3 kcal/mol
DFT total energy   -2797.00302 Eh
F_max   1.91 eV Å⁻¹

---

(3)
DFT (ωB97M-V/def2-TZVPD) results for the molecule C4H7NOS at a distorted geometry.

Each line ends with the natural charge from an NBO analysis.
CARTESIAN COORDINATES (ANGSTROEM)
S: -2.43 0.34 -0.78  -0.14
O: 0.68 -1.92 -1.37  -0.54
N: -0.01 -0.82 -0.86  -0.15
C: 0.82 0.32 -0.69  -0.08
C: -0.06 0.91 1.60  -0.67
C: -1.34 -0.88 -1.00  -0.08
C: 0.79 1.10 0.39  -0.14
H: -0.46 -0.10 1.69  0.22
H: 1.11 -2.30 -0.60  0.47
H: 0.50 1.14 2.51  0.22
H: 1.52 0.49 -1.55  0.22
H: -0.93 1.60 1.58  0.25
H: 1.47 1.97 0.39  0.21
H: -1.64 -1.86 -1.31  0.21

Output
SMILES   C/C=C\N(O)C=S
Multiplicity   1
Kohn-Sham gap   9.0 eV
Relative energy (zero: lowest compared OMol25 entry of this formula, charge and spin)   62.0 kcal/mol
DFT total energy   -684.70825 Eh
F_max   1.14 eV Å⁻¹

---

Q: Which value of multiplicity does entry 2 give?
A: 2

---

Q: Look up the DFT total energy of the third one.
A: -684.70825 Eh

---

Q: What is the formula in the third record?
A: C4H7NOS